16
Properties=species:S:1:pos:R:3:mulliken_charge:R:1 method="wB97M-V/def2-TZVPD" smiles=COCCOC homo_lumo_gap_ev=10.8
O 0.37 0.77 1.10 -0.286
O -0.65 -0.23 -2.09 -0.371
C -1.68 -0.92 -1.43 -0.615
C 1.06 0.46 2.28 -0.730
C 0.02 0.65 -1.22 -0.408
C 0.73 -0.02 -0.02 -0.373
H -1.27 -1.49 -0.59 0.226
H -2.45 -0.23 -1.04 0.284
H -2.12 -1.62 -2.14 0.248
H 1.82 -0.05 -0.16 0.317
H 0.76 1.21 3.01 0.238
H -0.68 1.37 -0.78 0.322
H 0.79 -0.54 2.67 0.286
H 2.15 0.50 2.14 0.298
H 0.42 -1.07 0.14 0.282
H 0.73 1.20 -1.85 0.281

133
Properties=species:S:1:pos:R:3:mulliken_charge:R:1 method="wB97M-V/def2-TZVPD" total_charge=+3 homo_lumo_gap_ev=3.4
Ba -5.25 -1.32 -0.63 1.707
Ba -4.78 3.15 -1.73 1.876
Cu -2.11 -3.14 -1.15 0.119
O -7.81 1.88 1.65 -0.407
O 2.63 4.04 -0.31 -0.394
O -4.12 4.60 0.69 -0.156
O 1.72 -0.78 -1.78 0.458
O -3.32 0.95 -0.79 -0.723
O 4.12 8.83 -1.51 -0.361
O -5.89 1.75 0.37 -0.427
O 4.88 -2.09 2.80 -0.421
O -1.90 -0.76 -0.94 -0.582
O -0.97 -2.62 3.06 -0.213
O -2.19 -5.76 -5.45 -0.375
O -6.62 0.04 1.43 -0.769
O -0.19 -8.19 5.21 -0.303
O -1.05 1.15 -0.96 0.087
O -0.02 -3.91 -0.63 0.247
O -2.61 2.43 -3.31 -0.167
N 0.17 -4.66 4.47 0.019
N 3.30 -0.65 0.66 -0.007
N -1.28 -4.28 -3.06 0.130
N -2.67 5.12 -1.84 -0.322
N 2.14 7.56 0.78 -0.334
C -4.76 4.57 1.95 -0.884
C 5.47 -1.11 1.94 -0.722
C 1.92 2.80 -0.09 0.067
C -1.45 3.27 -3.18 -0.206
C -0.83 -1.33 2.33 -0.706
C -1.24 -5.66 -3.22 -0.439
C -3.02 5.47 0.61 -0.704
C 0.51 -6.04 4.70 -0.917
C -2.39 -6.08 -4.07 -0.902
C -0.75 -3.84 5.28 -0.716
C -0.78 -6.94 4.94 -0.356
C 0.75 -4.06 -1.77 -0.385
C -2.53 6.07 -0.78 -0.459
C -1.14 -9.18 5.60 -0.788
C 2.57 6.42 -0.04 -0.429
C 4.50 -0.13 1.23 -0.929
C -6.80 1.20 1.09 0.591
C 0.61 -4.58 0.50 -0.214
C -1.48 4.23 -1.99 -0.867
C -2.63 1.50 -4.36 -0.856
C 2.09 5.10 0.49 0.003
C 3.53 -1.49 -0.51 0.280
C -0.77 -2.51 4.50 -0.633
C -0.06 -3.50 -2.93 -1.107
C 4.26 -3.22 2.27 -0.053
C -3.34 -6.19 -6.23 -0.762
C 5.44 8.33 -1.52 -0.663
C 3.80 9.23 -0.15 -0.528
C 2.34 8.89 0.22 -0.800
C 3.19 -0.69 -1.71 -1.089
C 1.32 -0.12 -2.95 -1.173
C -2.13 0.49 -0.87 0.876
H -3.10 6.98 -0.94 0.588
H -0.26 -6.08 -3.47 0.386
H -2.90 2.10 -5.23 0.375
H 0.91 -6.22 5.70 0.379
H 1.68 0.90 -3.08 0.259
H 2.30 6.55 -1.09 0.264
H 4.48 -2.02 -0.60 0.456
H -2.82 5.52 -2.75 0.278
H -0.81 -1.74 1.32 -0.028
H -0.61 4.88 -2.02 0.539
H -0.59 2.64 -2.96 -0.188
H 3.60 -1.31 -2.52 0.418
H 1.39 -3.96 0.96 -0.464
H -1.28 -6.56 5.83 0.370
H -4.06 3.97 2.54 0.318
H -0.22 -2.44 -2.72 0.272
H 3.97 10.30 0.01 0.487
H 3.27 -3.15 1.82 -0.377
H 1.02 5.24 0.34 -0.090
H -1.24 3.65 -1.10 0.329
H -8.25 1.09 1.97 0.300
H -3.03 -6.31 -7.27 0.271
H 1.73 -3.57 -1.74 0.080
H -3.33 -5.62 -3.75 0.248
H -1.56 -1.85 4.86 0.417
H 2.08 9.67 0.93 0.402
H -1.68 -3.99 -3.94 0.157
H 3.64 6.59 -0.11 0.151
H -2.58 -7.15 -3.95 0.552
H -1.40 -5.90 -2.17 0.224
H -5.80 4.24 1.97 0.237
H -1.58 -9.60 4.70 0.302
H -0.37 -3.62 6.28 0.331
H 6.12 9.11 -1.18 0.317
H 6.03 -1.66 1.18 0.321
H 2.46 7.56 1.74 0.271
H 1.00 2.77 -0.67 -0.239
H -4.07 -5.38 -6.28 0.288
H -3.21 6.34 1.24 0.425
H 1.06 -6.58 3.93 0.352
H -1.73 -4.25 5.53 0.356
H 0.46 -3.49 -3.88 0.635
H -2.20 5.05 1.19 0.415
H 0.94 -5.13 -1.87 0.665
H 0.07 -0.73 2.43 0.404
H -0.20 -4.92 1.14 0.239
H -0.03 -4.54 3.49 0.035
H 4.98 -3.63 1.56 0.313
H 0.25 -0.11 -3.20 0.209
H 3.65 0.29 -1.84 0.457
H -3.88 -7.08 -5.91 0.329
H 2.50 1.99 -0.54 -0.021
H -0.48 0.38 -1.02 -0.452
H 2.22 4.86 1.55 0.365
H 2.82 -1.16 1.38 0.139
H 0.15 -2.00 4.80 0.370
H 4.45 8.81 0.62 0.379
H 1.58 8.93 -0.56 0.280
H 6.31 -0.66 2.46 0.425
H -0.56 -10.04 5.96 0.278
H -3.44 0.78 -4.29 0.252
H 1.85 -0.57 -3.79 0.480
H 4.21 0.67 1.90 0.497
H -1.46 6.12 -0.59 0.014
H 4.10 -3.97 3.05 0.308
H -1.13 3.92 -4.00 0.602
H -1.41 -6.99 4.05 0.309
H -1.67 0.99 -4.41 0.201
H -1.87 -8.94 6.37 0.308
H 4.92 0.57 0.50 0.480
H -1.73 -0.71 2.36 0.360
H -4.65 5.57 2.36 0.362
H 1.01 -5.57 0.26 0.523
H 2.72 -2.21 -0.53 -0.583
H 5.63 8.22 -2.59 0.226
H 1.75 2.54 0.96 0.374
H 5.56 7.39 -0.99 0.275

70
Properties=species:S:1:pos:R:3:mulliken_charge:R:1 method="wB97M-V/def2-TZVPD" spin_multiplicity=5 homo_lumo_gap_ev="8.8 / 8.7"
Ge -0.75 1.34 -1.72 1.324
Fe 0.47 -0.22 2.22 0.948
O 0.02 3.69 1.71 -0.699
O 0.28 1.50 1.47 -0.447
O 2.41 -2.69 4.86 -0.760
N 2.52 -0.80 1.87 0.439
N 0.89 -1.23 3.91 -0.118
N -1.48 -1.10 2.86 0.339
C -1.73 2.81 -4.03 -0.525
C -1.84 2.57 -0.64 -1.294
C -3.78 -2.20 3.93 -0.282
C 3.28 0.89 -2.79 -0.700
C -0.42 2.60 1.43 -0.010
C -0.04 -1.20 -0.48 0.249
C -1.92 0.63 -5.74 -0.730
C 1.88 2.56 -1.05 -0.305
C 1.19 1.58 -1.76 0.225
C 3.34 -0.44 0.87 0.505
C -1.83 2.44 0.88 -0.010
C 2.06 -1.88 4.01 0.000
C 3.26 2.70 -1.20 -0.703
C -3.79 -1.68 2.64 -1.447
C -0.15 -1.59 4.83 -0.768
C -2.15 2.99 -5.34 -0.669
C -1.47 -1.62 4.09 0.531
C -1.05 -0.53 -1.18 -0.279
C 3.02 -1.53 2.88 0.385
C -1.40 1.54 -3.55 -0.087
C -2.61 -2.17 4.66 -0.811
C -0.22 -2.51 -0.03 -0.530
C 1.91 0.75 -2.62 -0.132
C 5.17 -1.58 1.87 -0.351
C -2.25 1.90 -6.20 -0.437
C 4.67 -0.81 0.84 -0.938
C -1.49 0.46 -4.43 -0.032
C 3.95 1.88 -2.07 -0.558
C 4.34 -1.95 2.91 -0.527
C -2.23 -1.22 -1.45 0.167
C -2.62 -1.14 2.15 -0.143
C -1.41 -3.17 -0.30 -0.552
C -2.40 -2.53 -1.02 -0.895
H -3.02 -0.74 -2.02 0.377
H 3.78 3.46 -0.64 0.458
H 5.02 2.00 -2.20 0.438
H -4.68 -2.64 4.35 0.411
H -2.56 -2.59 5.66 0.469
H -2.58 2.04 -7.22 0.381
H -2.85 2.39 -1.01 0.477
H 2.91 0.18 0.09 -0.230
H -3.33 -3.05 -1.25 0.402
H 0.91 -0.70 -0.32 0.033
H -0.23 -0.87 5.65 0.235
H 1.36 3.21 -0.36 0.187
H -1.66 3.67 -3.38 0.277
H -4.68 -1.70 2.02 0.469
H 0.04 -2.56 5.29 0.524
H 6.21 -1.89 1.87 0.433
H 4.66 -2.54 3.76 0.519
H -2.23 1.47 1.18 -0.253
H -1.24 -0.54 -4.08 0.299
H 5.29 -0.49 0.01 0.487
H -2.45 3.23 1.31 0.564
H 0.58 -3.01 0.51 0.458
H -1.98 -0.22 -6.40 0.399
H -1.55 -4.19 0.04 0.451
H 1.39 -0.02 -3.18 0.321
H 3.81 0.25 -3.47 0.418
H -2.56 -0.74 1.15 0.729
H -2.41 3.98 -5.70 0.401
H -1.59 3.59 -0.93 0.493

23
Properties=species:S:1:pos:R:3:mulliken_charge:R:1 method="wB97M-V/def2-TZVPD" smiles="C=CC[C@H]1CCCS(=O)(=O)O1" homo_lumo_gap_ev=9.7
S -1.74 0.39 -1.30 1.230
O -1.28 1.52 -2.04 -0.630
O -2.98 -0.20 -1.69 -0.654
O -0.64 -0.76 -1.40 -0.421
C 1.16 0.03 0.07 -0.257
C 3.41 0.78 -0.69 -0.698
C -0.85 -1.34 0.93 -1.049
C 0.13 -1.06 -0.21 -0.114
C 2.34 0.00 -0.87 -0.553
C -1.32 -0.03 1.53 -0.550
C -1.90 0.89 0.43 -0.830
H -1.49 1.89 0.51 0.350
H -2.08 -0.22 2.29 0.387
H 3.89 1.32 -1.51 0.259
H 2.29 -0.71 -1.70 0.345
H -0.51 0.50 2.04 0.280
H 3.85 0.92 0.29 0.267
H 1.47 -0.07 1.12 0.470
H -1.73 -1.82 0.49 0.423
H -2.98 0.97 0.54 0.501
H 0.71 1.02 -0.04 0.255
H -0.42 -2.04 1.64 0.374
H 0.68 -1.97 -0.42 0.614

12
Properties=species:S:1:pos:R:3:mulliken_charge:R:1 method="wB97M-V/def2-TZVPD" smiles="C=C([SiH3])[SiH3]" homo_lumo_gap_ev=10.4
Si 1.68 -0.63 0.01 0.405
Si -1.75 -0.47 0.01 0.383
C 0.03 1.75 0.07 -0.849
C 0.12 0.42 -0.15 0.153
H -1.47 -1.74 -0.96 -0.080
H 1.25 -1.80 0.57 -0.143
H -0.81 2.38 0.03 0.283
H -1.45 -0.66 1.49 -0.077
H 0.91 2.24 0.13 0.281
H 2.72 -0.02 0.98 -0.106
H 2.33 -0.90 -1.26 -0.113
H -3.15 -0.10 -0.14 -0.137

7
Properties=species:S:1:pos:R:3:mulliken_charge:R:1 method="wB97M-V/def2-TZVPD" homo_lumo_gap_ev="10.1 / 7.5"
O 2.15 0.93 0.45 -0.503
O 0.33 0.21 1.31 -0.519
O 0.74 0.21 -0.85 -0.320
N -1.46 -0.57 -0.78 -0.426
N 1.04 0.45 0.37 1.178
H -1.69 0.16 -0.14 0.299
H -1.12 -1.40 -0.34 0.292